Formula: C26H14Cl2N9O2SeSr
Source: OMol25
Level of theory: wB97M-V/def2-TZVPD

ORCA input file:
```
! wB97M-V def2-TZVPD RIJCOSX def2/J DEFGRID3
* xyz -1 1
Sr 0.05010 -0.98605 0.67290
Cl -4.01151 -0.00618 -5.42023
C -3.56363 -0.09021 -3.73994
C -2.23455 -0.29873 -3.41526
C -1.79333 -0.37606 -2.09175
N -0.44736 -0.62191 -1.74974
C 0.51995 -0.47735 -2.65634
O 0.46803 -0.12130 -3.84247
C 1.94301 -0.78437 -2.16756
C 2.96248 -0.77335 -3.11816
C 4.26130 -1.02786 -2.72390
C 4.52307 -1.29466 -1.38635
C 3.45823 -1.28752 -0.50688
N 2.20335 -1.03001 -0.87987
C -2.76550 -0.24769 -1.04971
C -4.09666 -0.02744 -1.41334
C -4.49662 0.05191 -2.73624
Cl -6.17920 0.33230 -3.08588
N -2.35126 -0.39892 0.29492
C -3.20297 -0.20863 1.30532
O -4.37616 0.18934 1.31836
C -2.65450 -0.54543 2.69858
C -3.58357 -0.81511 3.70157
C -3.13573 -1.11777 4.97138
C -1.76908 -1.12806 5.22288
C -0.91594 -0.84273 4.17725
N -1.33983 -0.56261 2.94065
H -1.51650 -0.39566 -4.20988
H 2.69081 -0.55902 -4.14070
H 5.06429 -1.02559 -3.45068
H 5.52110 -1.51124 -1.03164
H 3.61249 -1.50691 0.54459
H -4.83641 0.08399 -0.64119
H -4.63084 -0.77130 3.44367
H -3.83935 -1.34547 5.76228
H -1.37168 -1.36146 6.20062
H 0.15817 -0.84632 4.32909
Se -0.88288 2.60112 1.33195
N 0.50242 1.78572 0.57021
C 1.28231 2.72802 0.06883
C 2.49797 2.49222 -0.64981
C 3.19323 3.55699 -1.11122
C 2.74657 4.90557 -0.89984
C 1.60361 5.17640 -0.22960
C 0.82921 4.08465 0.27866
N -0.30087 4.22163 0.94842
H 2.82598 1.47640 -0.81885
H 4.10943 3.39565 -1.66458
H 3.34386 5.71642 -1.29652
H 1.25102 6.18575 -0.06870
N 2.79898 -5.65377 4.07799
C 2.32116 -5.53312 3.02755
N 1.82215 -5.47660 1.80493
C 1.15889 -4.42734 1.45476
N 0.57276 -3.50038 1.04948
*
```

Properties
Highest occupied orbital energy in Eh: -0.1749
Max |F| in eV/A: 0.5
Frontier orbital gap in eV: 5.518

Here is what Löwdin gives for the atomic charges, in e:
1. Sr 1.342
2. Cl 0.625
3. C -0.690
4. C -0.049
5. C -0.204
6. N -0.029
7. C -0.493
8. O -0.013
9. C -0.195
10. C -0.003
11. C -0.059
12. C -0.068
13. C -0.150
14. N 0.001
15. C -0.204
16. C -0.050
17. C -0.691
18. Cl 0.624
19. N -0.045
20. C -0.529
21. O -0.010
22. C -0.200
23. C 0.000
24. C -0.054
25. C -0.065
26. C -0.141
27. N -0.001
28. H 0.088
29. H 0.113
30. H 0.104
31. H 0.101
32. H 0.111
33. H 0.085
34. H 0.116
35. H 0.106
36. H 0.102
37. H 0.110
38. Se 1.183
39. N -0.280
40. C -0.370
41. C -0.007
42. C -0.067
43. C -0.080
44. C -0.028
45. C -0.393
46. N -0.232
47. H 0.094
48. H 0.104
49. H 0.100
50. H 0.111
51. N 0.050
52. C -0.453
53. N 0.032
54. C -0.425
55. N -0.024

Formula: C4H9NOS
Source: OMol25
Level of theory: wB97M-V/def2-TZVPD

ORCA input file:
```
! wB97M-V def2-TZVPD RIJCOSX def2/J DEFGRID3
* xyz 0 1
C -0.69787 1.46762 0.34817
C 0.50113 0.55409 0.04761
C -0.76415 0.47150 -0.73419
C 2.06252 -1.13469 0.09822
N 1.05710 -0.31408 0.95377
O -2.53958 -0.82697 0.83784
S -2.15036 -0.70751 -0.56809
H -1.21171 1.20696 1.24972
H -0.64334 2.46174 0.08671
H 1.27319 0.91282 -0.69054
H 0.29133 -0.92969 1.32058
H -0.75070 0.66211 -1.74902
H 1.58164 -1.88813 -0.51084
H 2.75336 -1.67021 0.84442
H 2.55007 -0.32451 -0.40752
H -3.31263 0.05896 -1.12684
*
```

Properties
Highest occupied orbital energy in Eh: -0.3261
Max |F| in eV/A: 3.9
Frontier orbital gap in eV: 9.391

Here is what Löwdin gives for the atomic charges, in e:
1. C -0.068
2. C -0.387
3. C -0.447
4. C -0.066
5. N -0.059
6. O -0.607
7. S 0.857
8. H 0.100
9. H 0.077
10. H 0.148
11. H 0.127
12. H 0.074
13. H 0.069
14. H 0.098
15. H 0.053
16. H 0.030